The following is a quantum chemistry calculation of a 3-piece molecular cluster, C24H38N2O10 overall, from the OMol25 dataset.

XYZ file:
```
74
Properties=species:S:1:pos:R:3:mulliken_charge:R:1
C 4.092 -1.399 3.949 -0.410
O 4.034 -2.101 2.643 -0.357
C 2.652 -2.631 2.567 -0.485
C 2.185 -2.837 1.010 -0.601
C 2.480 -1.570 0.016 -0.452
C 2.414 -0.092 0.719 0.904
C 3.661 1.020 0.633 0.035
O 4.949 0.725 -0.060 -0.482
C 3.542 2.541 1.319 -0.460
C 2.157 3.020 2.125 0.482
C 1.949 4.503 2.804 -1.069
C 0.955 1.896 2.202 -0.391
C 1.076 0.401 1.524 0.204
C -0.353 -0.325 1.852 -0.121
O -0.731 -1.601 1.946 -0.599
N -1.343 0.825 2.132 0.367
C -1.879 1.181 0.762 -0.456
C -3.531 1.366 0.717 -0.321
C -4.231 1.412 2.198 -0.635
N -4.261 0.055 2.914 -0.536
C -0.550 1.936 2.851 0.156
O -1.048 2.734 3.808 -0.587
H 5.163 -0.963 4.131 0.239
H 3.766 -2.198 4.761 0.265
H 3.304 -0.507 3.861 0.109
H 2.708 -3.723 3.047 0.315
H 1.875 -2.041 3.224 0.324
H 1.059 -3.165 0.871 0.221
H 2.827 -3.750 0.587 0.421
H 3.602 -1.704 -0.368 0.003
H 1.769 -1.564 -0.925 0.344
H 5.077 1.384 -0.829 0.298
H 4.408 3.333 1.281 0.284
H 1.089 4.510 3.626 0.295
H 1.590 5.277 1.969 0.275
H 2.977 4.902 3.193 0.327
H -1.662 0.251 0.044 0.280
H -1.337 2.114 0.269 0.269
H -4.020 0.509 0.086 0.162
H -3.709 2.383 0.121 0.311
H -3.673 2.239 2.846 0.303
H -5.374 1.723 2.068 0.282
H -3.576 -0.595 2.463 0.215
H -3.865 0.232 3.877 0.293
C 5.709 -0.604 -2.968 -0.949
C 4.579 0.019 -3.769 -0.080
O 5.059 1.103 -4.574 -0.356
C 5.718 0.747 -5.704 0.735
O 5.927 -0.396 -6.086 -0.555
O 6.133 1.878 -6.326 -0.336
C 6.931 1.640 -7.484 -0.619
H 6.236 0.160 -2.388 0.238
H 5.325 -1.369 -2.288 0.212
H 6.451 -1.071 -3.625 0.391
H 3.837 0.439 -3.082 0.206
H 4.061 -0.724 -4.387 0.332
H 6.425 0.971 -8.187 0.291
H 7.901 1.229 -7.188 0.288
H 7.098 2.599 -7.983 0.226
C -6.181 -2.572 0.959 -1.252
C -6.650 -1.134 0.813 0.561
O -7.237 -0.916 -0.475 -0.331
C -8.499 -1.387 -0.632 0.724
O -9.162 -1.964 0.218 -0.559
O -8.890 -1.134 -1.905 -0.338
C -10.170 -1.670 -2.233 -0.626
H -5.516 -2.845 0.134 0.328
H -5.651 -2.712 1.906 0.353
H -7.024 -3.269 0.932 0.367
H -5.787 -0.464 0.886 -0.410
H -7.346 -0.851 1.611 0.337
H -10.933 -1.347 -1.518 0.290
H -10.116 -2.762 -2.273 0.287
H -10.450 -1.300 -3.223 0.225
```

Summary:
* E_tot: -48945.1962 eV
* LUMO: -1.483 eV
* HOMO energy: -9.0 eV
* gap between HOMO and LUMO: 7.5 eV
* SMILES: COCCCc1c(O)cc(C)c2c1C(=O)N(CCCN)C2=O.CCOC(=O)OC.CCOC(=O)OC
* total charge: 0

=====

The following is a quantum chemistry calculation of one molecule with the formula C24H38N2O5, from the OMol25 dataset.

XYZ file:
```
69
Properties=species:S:1:pos:R:3:mulliken_charge:R:1
C 3.789 0.025 -6.067 -0.582
H 4.099 0.722 -6.843 0.265
O 3.321 -1.125 -6.735 -0.394
C 2.882 -2.146 -5.877 -0.393
H 3.664 -2.383 -5.138 0.326
C 1.565 -1.818 -5.148 -0.498
O 1.737 -1.027 -3.992 -0.397
C 2.091 -1.725 -2.810 0.254
C 0.844 -2.177 -2.038 -0.759
H 0.272 -2.896 -2.627 0.428
C 1.241 -2.807 -0.700 -0.786
N 2.033 -1.883 0.075 0.086
C 1.572 -1.153 1.124 0.367
O 2.168 -0.176 1.544 -0.678
C 0.315 -1.620 1.779 -1.148
C 0.167 -2.891 2.303 -0.603
C -0.996 -3.225 2.982 -0.597
C -2.012 -2.299 3.149 0.830
C -1.861 -0.986 2.634 0.858
C -0.696 -0.677 1.958 0.773
H -0.525 0.303 1.549 -0.179
O -2.921 -0.173 2.864 -0.339
C -2.895 1.236 2.666 -0.564
C -2.903 1.669 1.198 0.253
C -3.025 3.203 1.124 -1.175
N -2.044 3.923 1.897 0.278
C -2.007 3.480 3.269 -1.280
C -1.798 1.967 3.442 -0.074
H -1.865 1.703 4.499 0.463
H -0.806 1.688 3.092 0.118
H -1.222 4.024 3.798 0.482
H -2.970 3.749 3.724 0.397
C -0.804 4.338 1.266 0.505
C 0.013 3.251 0.553 -1.214
H -0.549 2.818 -0.271 0.193
H 0.918 3.695 0.145 0.569
H 0.316 2.464 1.239 0.187
C -1.095 5.485 0.290 -1.691
H -0.167 5.962 -0.012 0.455
H -1.597 5.123 -0.603 0.331
H -1.731 6.223 0.770 0.397
H -0.185 4.745 2.074 0.304
H -2.969 3.525 0.085 0.454
H -4.014 3.485 1.509 0.330
H -1.999 1.344 0.690 -0.235
H -3.755 1.210 0.691 0.441
H -3.861 1.535 3.100 0.362
O -3.184 -2.536 3.797 -0.447
C -3.398 -3.807 4.355 -0.995
H -4.383 -3.762 4.818 0.248
H -3.395 -4.591 3.590 0.373
H -2.651 -4.044 5.120 0.377
H -1.093 -4.219 3.389 0.410
H 0.959 -3.619 2.207 0.517
C 3.241 -1.452 -0.598 -1.073
C 2.913 -0.781 -1.931 -0.679
H 3.830 -0.497 -2.446 0.357
H 2.329 0.124 -1.754 0.217
H 3.755 -0.753 0.064 0.536
H 3.876 -2.330 -0.765 0.354
H 0.346 -3.083 -0.142 0.550
H 1.837 -3.710 -0.881 0.261
H 0.215 -1.304 -1.859 0.153
H 2.699 -2.609 -3.060 0.162
H 1.045 -2.753 -4.904 0.367
H 0.934 -1.230 -5.819 0.362
H 2.727 -3.014 -6.521 0.335
H 4.650 -0.218 -5.430 0.253
H 3.010 0.480 -5.450 0.243
```

Summary:
* E_tot: -38721.4046 eV
* LUMO: 0.708 eV
* HOMO energy: -8.0 eV
* gap between HOMO and LUMO: 8.7 eV
* SMILES: COCCOC1CCN(C(=O)c2ccc(OC)c(OC3CCN(C(C)C)CC3)c2)CC1
* total charge: 0

=====

The following is a quantum chemistry calculation of a 6-piece molecular cluster, C24H38O12 overall, from the OMol25 dataset.

XYZ file:
```
74
Properties=species:S:1:pos:R:3:mulliken_charge:R:1
O -4.139 -7.627 -0.478 -0.629
C -5.085 -7.283 -1.259 0.774
O -5.123 -6.171 -1.858 -0.333
C -4.126 -5.181 -1.679 -0.203
C -4.755 -4.125 -0.764 -1.083
C -6.297 -8.222 -1.390 -0.949
H -4.029 -4.697 -2.651 0.277
H -3.121 -5.459 -1.362 0.324
H -4.134 -3.230 -0.753 0.363
H -4.729 -4.567 0.232 0.293
H -5.783 -3.847 -0.997 0.296
H -6.692 -8.375 -0.385 0.273
H -6.091 -9.256 -1.665 0.307
H -7.077 -7.821 -2.037 0.289
O 9.671 -0.503 -0.416 -0.603
C 8.817 0.013 0.293 0.512
O 7.797 -0.662 0.704 -0.378
C 6.765 0.001 1.532 -0.189
C 7.273 1.440 1.343 -0.611
C 8.696 1.491 0.771 -0.324
H 6.877 -0.216 2.594 0.244
H 5.833 -0.241 1.021 0.217
H 7.187 1.900 2.328 0.340
H 6.557 2.032 0.773 0.261
H 9.344 1.572 1.644 0.232
H 8.749 2.327 0.075 0.301
O 0.281 2.793 0.122 -0.592
C 0.366 1.775 0.793 0.412
O 1.579 1.055 0.945 -0.306
C 1.366 -0.071 1.722 -0.254
C -0.069 -0.160 1.994 -0.518
C -0.723 1.202 1.617 -0.239
H 1.873 -0.021 2.686 0.254
H 1.675 -0.870 1.048 0.226
H -0.132 -0.406 3.054 0.287
H -0.576 -0.971 1.472 0.235
H -0.975 1.798 2.494 0.249
H -1.563 1.078 0.933 0.245
O -2.577 9.928 -5.907 -0.642
C -1.698 9.741 -5.019 0.623
O -1.681 10.263 -3.834 -0.339
C -0.516 9.949 -2.993 -0.374
C 0.020 8.674 -3.709 -0.497
C -0.447 9.027 -5.117 -0.458
H -0.826 9.725 -1.972 0.278
H 0.115 10.835 -3.064 0.278
H -0.488 7.759 -3.407 0.300
H 1.110 8.679 -3.689 0.294
H -0.546 8.191 -5.810 0.311
H 0.370 9.695 -5.390 0.226
O 3.825 -1.344 -6.200 -0.581
C 3.844 -2.151 -5.262 0.534
O 4.925 -2.747 -4.722 -0.333
C 4.692 -3.439 -3.531 -0.421
C 3.288 -2.866 -3.081 -0.487
C 2.632 -2.518 -4.361 -0.442
H 5.441 -3.260 -2.761 0.304
H 4.603 -4.442 -3.948 0.302
H 3.486 -1.944 -2.534 0.250
H 2.767 -3.590 -2.454 0.325
H 1.925 -1.704 -4.201 0.277
H 2.160 -3.397 -4.801 0.273
O -3.536 -2.780 6.137 -0.600
C -4.235 -1.803 6.493 0.474
O -3.952 -0.533 6.081 -0.320
C -4.788 0.437 6.605 -0.348
C -5.772 -0.397 7.539 -0.458
C -5.619 -1.792 7.197 -0.367
H -5.271 1.057 5.850 0.274
H -4.144 1.139 7.134 0.234
H -6.800 -0.150 7.272 0.241
H -5.698 -0.206 8.610 0.322
H -6.308 -1.996 6.378 0.208
H -5.788 -2.535 7.976 0.339
```

Summary:
* E_tot: -50071.4005 eV
* LUMO: 0.024 eV
* HOMO energy: -10.0 eV
* gap between HOMO and LUMO: 10.0 eV
* SMILES: CCOC(C)=O.O=C1CCCO1.O=C1CCCO1.O=C1CCCO1.O=C1CCCO1.O=C1CCCO1
* total charge: 0